Run A
The following is a quantum chemistry calculation of a 2-piece molecular cluster, C4H6N4 overall, from the Open Molecules 2025 dataset.

Last columns: bonded neighbours and bond lengths (Å).
Element x y z (Å)
1 N -3.26487 -0.90892 -0.27067  C6 1.148
2 N -0.21950 2.60449 -0.06254  N3 1.301, H9 1.061, H14 0.972
3 N -1.04336 1.62666 0.17855  N2 1.301, C7 1.222
4 N 1.06126 -0.38379 -1.22854  C8 1.144
5 C 0.89976 -2.44500 0.34603  C8 1.457, H11 1.129, H12 1.149, H13 1.053
6 C -2.35565 -0.21791 -0.38691  N1 1.148, C7 1.432
7 C -1.34856 0.76861 -0.63559  N3 1.222, C6 1.432, H10 1.074
8 C 1.03371 -1.27807 -0.51593  N4 1.144, C5 1.457
9 H -0.17232 3.32893 0.71188  N2 1.061
10 H -0.97295 0.70762 -1.63945  C7 1.074
11 H -0.16252 -2.79096 0.50814  C5 1.129
12 H 1.35052 -3.45400 0.02986  C5 1.149
13 H 1.31292 -2.45001 1.31426  C5 1.053
14 H -0.07882 2.93713 -0.96522  N2 0.972

Summary:
Frontier orbital gap in eV: 10.0
Highest occupied orbital energy in eV: -9.2139
Spin multiplicity: 1
SMILES: N#C/C=N/N.CC#N

---

Run B
The following is a quantum chemistry calculation of one molecule with the formula C4H6N4, from the Open Molecules 2025 dataset.

Last columns: bonded neighbours and bond lengths (Å).
Element x y z (Å)
1 N 1.04109 1.13948 -0.03162  N3 1.368, C5 1.337
2 N 0.07244 -0.99306 0.05257  C5 1.321, C8 1.311
3 N -0.14843 1.80032 0.11057  N1 1.368, C7 1.306
4 N -2.25794 -1.11295 -0.06721  C8 1.401, H10 1.057, H12 1.052
5 C 1.12383 -0.19434 0.00987  N1 1.337, N2 1.321, C6 1.477
6 C 2.45973 -0.82357 -0.02840  C5 1.477, H9 1.179, H11 1.123, H13 1.176
7 C -1.21579 1.08076 -0.10772  N3 1.306, C8 1.454, H14 1.031
8 C -1.07324 -0.36556 -0.05771  N2 1.311, N4 1.401, C7 1.454
9 H 2.73529 -1.30651 1.01170  C6 1.179
10 H -2.04618 -2.11554 0.19118  N4 1.057
11 H 2.47716 -1.64171 -0.79758  C6 1.123
12 H -3.02760 -0.66458 0.49212  N4 1.052
13 H 3.22041 0.06046 -0.18218  C6 1.176
14 H -2.07624 1.64772 -0.06156  C7 1.031

Summary:
Frontier orbital gap in eV: 9.6
Highest occupied orbital energy in eV: -9.1536
Spin multiplicity: 1
SMILES: Cc1nncc(N)n1

---

Run C
The following is a quantum chemistry calculation of one molecule with the formula C4H6N4, from the Open Molecules 2025 dataset.

Last columns: bonded neighbours and bond lengths (Å).
Element x y z (Å)
1 N -1.88868 -1.05049 -2.39489  C8 1.221
2 N -0.38310 0.43320 0.48481  N3 1.495, C6 1.331, H9 1.144
3 N 0.81297 0.45574 -0.41139  N2 1.495, C5 1.471, C7 1.477
4 N -1.62778 0.84828 2.40066  C6 1.435, H13 1.026
5 C 0.53401 -0.17611 -1.70964  N3 1.471, C7 1.448, C8 1.516, H12 1.085
6 C -0.34820 0.58308 1.80652  N2 1.331, N4 1.435, H14 1.244
7 C 1.29447 -0.90691 -0.71811  N3 1.477, C5 1.448, H10 1.004, H11 1.156
8 C -0.91056 -0.62536 -1.79995  N1 1.221, C5 1.516
9 H -0.90664 1.34463 0.03402  N2 1.144
10 H 0.83003 -1.63376 -0.20356  C7 1.004
11 H 2.43727 -0.96368 -0.55024  C7 1.156
12 H 0.91614 0.44109 -2.51569  C5 1.085
13 H -1.60310 0.70049 3.41602  N4 1.026
14 H 0.84316 0.54981 2.16144  C6 1.244

Summary:
Frontier orbital gap in eV: 9.6
Highest occupied orbital energy in eV: -9.0147
Spin multiplicity: 1
SMILES: [H]/N=C/NN1C[C@H]1C#N

---

Short version: run C is the least stable of them.

---

Run A
The following is a quantum chemistry calculation of a 2-piece molecular cluster, C4H6N4 overall, from the Open Molecules 2025 dataset.

Last columns: bonded neighbours and bond lengths (Å).
Element x y z (Å)
1 N 0.03676 -2.47228 -0.14174  C7 1.200, H12 1.010
2 N -0.69865 -0.14416 -0.17529  C5 1.458, C7 1.244
3 N 2.78185 -1.06250 0.77249  C6 1.156
4 N 1.42543 2.11732 -0.00282  C8 1.256, H14 1.012
5 C -2.06874 0.29551 0.05991  N2 1.458, H10 1.090, H11 1.089, H13 1.091
6 C 2.15238 -0.32774 0.14016  N3 1.156, C8 1.782
7 C -0.36201 -1.34071 -0.12665  N1 1.200, N2 1.244
8 C 1.12168 0.99179 -0.47028  N4 1.256, C6 1.782, H9 1.091
9 H 1.27630 0.85319 -1.54176  C8 1.091
10 H -2.54535 0.63721 -0.85865  C5 1.090
11 H -2.11281 1.01124 0.87979  C5 1.089
12 H 0.71167 -2.84540 0.51046  N1 1.010
13 H -2.72224 -0.52716 0.35552  C5 1.091
14 H 1.00374 2.81371 0.59887  N4 1.012

Summary:
Frontier orbital gap in eV: 9.0
Highest occupied orbital energy in eV: -8.9492
Spin multiplicity: 1
SMILES: [H]/N=C/C#N.CN=C=N

---

Run B
The following is a quantum chemistry calculation of one molecule with the formula C4H6N4, from the Open Molecules 2025 dataset.

Last columns: bonded neighbours and bond lengths (Å).
Element x y z (Å)
1 N -0.84705 1.13627 -0.15969  C7 1.401, C8 1.385, H12 1.028
2 N 1.47422 0.96470 0.01986  C6 1.409, C8 1.273
3 N 2.23082 -1.25268 0.02166  C6 1.255, H14 1.034
4 N -0.04198 -0.97708 -0.13427  C6 1.450, C7 1.329
5 C -2.55047 -0.78416 0.11358  C7 1.527, H9 1.092, H10 1.107, H13 1.085
6 C 1.28415 -0.43064 0.07592  N2 1.409, N3 1.255, N4 1.450
7 C -1.13521 -0.22897 -0.03061  N1 1.401, N4 1.329, C5 1.527
8 C 0.41324 1.66704 0.05737  N1 1.385, N2 1.273, H11 1.102
9 H -2.51224 -1.71292 -0.45917  C5 1.092
10 H -2.61445 -0.90373 1.21251  C5 1.107
11 H 0.49018 2.73867 0.30314  C8 1.102
12 H -1.62467 1.80868 -0.15905  N1 1.028
13 H -3.33731 -0.17732 -0.32201  C5 1.085
14 H 1.81610 -2.19146 -0.10585  N3 1.034

Summary:
Frontier orbital gap in eV: 9.2
Highest occupied orbital energy in eV: -8.7724
Spin multiplicity: 1
SMILES: [H]/N=c1/nc[nH]c(C)n1

---

Short version: run A is the least stable of them.